Model i:
23
Properties=species:S:1:pos:R:3 method="wB97M-V/def2-TZVPD" homo_ha=-0.327 multiplicity=1
H -1.515 -1.081 -3.828
H -3.011 0.931 0.384
H 2.215 -0.644 1.556
H -0.831 0.495 -3.744
H 0.908 -1.435 -1.258
H 0.299 -0.817 -3.632
H 1.760 2.206 2.441
C -0.255 -0.890 0.428
C -1.280 -0.118 0.945
C 1.379 1.238 2.073
H 0.522 -1.284 1.065
C -2.209 0.326 -0.010
H -1.370 0.035 2.008
H 1.311 1.568 1.040
H 3.361 0.424 1.813
C -0.925 -0.505 -1.863
C -0.070 -1.077 -0.947
C -0.709 -0.519 -3.350
H 2.575 -0.286 3.285
C -2.104 0.067 -1.356
H -2.957 0.254 -1.981
C 2.417 0.133 2.301
H 0.490 0.979 2.632

---

Model ii:
23
Properties=species:S:1:pos:R:3 method="wB97M-V/def2-TZVPD" homo_ha=-0.321 multiplicity=1
C -1.966 -2.795 0.775
H -0.352 2.696 2.192
C 0.901 0.039 0.989
C 1.895 0.252 -1.290
C -2.220 -2.576 -0.802
H -1.524 1.395 2.151
H -3.181 -2.956 -1.301
H -1.337 -3.057 -1.370
H -2.632 -2.185 1.496
C 1.684 -0.544 -0.093
H -2.331 -3.761 1.213
H -1.702 2.641 0.887
H 1.561 2.039 -2.510
C 0.190 1.290 0.652
C -0.909 1.935 1.488
C 1.429 1.508 -1.504
H 0.585 -0.602 1.912
H 2.477 -0.232 -2.190
H -2.392 -1.543 -1.099
H -0.935 -2.829 1.047
H 2.199 -1.453 0.003
C 0.585 2.041 -0.510
H 0.032 2.946 -0.665

---

Model iii:
23
Properties=species:S:1:pos:R:3 method="wB97M-V/def2-TZVPD" homo_ha=-0.330 multiplicity=1
H -1.869 -1.673 1.802
C 1.508 0.675 -0.041
H -0.278 1.714 2.602
H 1.244 -0.310 -2.498
C -0.906 -2.380 -0.064
H -0.477 -2.801 1.897
H 0.229 0.851 -3.156
C 0.065 1.699 1.618
C -0.827 -1.887 1.396
C -0.642 1.571 -0.716
H 2.064 -0.134 -0.172
C 1.256 1.130 1.242
H -0.657 -3.413 -0.011
H 1.940 0.933 2.180
C -0.839 1.900 0.609
H -1.903 2.246 0.807
H -0.155 -1.862 -0.766
C 0.621 1.038 -1.053
H 1.936 1.255 -2.943
H -1.284 2.047 -1.535
C 1.097 0.682 -2.452
H -0.122 -1.059 1.703
H -2.000 -2.221 -0.451

---

Model iv:
23
Properties=species:S:1:pos:R:3 method="wB97M-V/def2-TZVPD" homo_ha=-0.327 multiplicity=1
C -0.390 -0.187 -0.623
C -0.452 -1.579 -1.015
C 2.657 2.464 0.914
H 0.608 1.589 0.685
H 2.859 1.934 -0.022
H 0.550 -3.352 -1.865
H 0.623 2.981 1.784
H 0.465 0.536 -0.813
C -2.535 -0.214 0.431
H 1.296 1.468 2.340
H -1.997 -3.281 -0.962
H -3.463 -2.184 0.293
H 1.577 -1.955 -1.134
H -3.364 0.240 1.006
C -1.708 -2.297 -0.694
H 2.843 3.516 0.757
H 0.748 -1.990 -2.786
C 1.172 2.075 1.465
C -2.720 -1.542 -0.007
H -1.347 1.533 0.234
H 3.307 2.058 1.734
C 0.682 -2.254 -1.767
C -1.411 0.442 0.047

---

Need the numbers? Relative energies in hartree: model i 0.0000; model ii 0.0509; model iii 0.0442; model iv 0.0195.

---

Model i:
23
Properties=species:S:1:pos:R:3 method="wB97M-V/def2-TZVPD" homo_ha=-0.322 multiplicity=1
C -1.701 0.708 1.728
H -2.659 1.012 2.163
H 3.261 -0.231 -4.110
H -3.106 0.805 -1.307
C -3.141 0.567 -0.237
H 2.341 -0.426 -1.148
H -0.865 -1.012 -1.170
H 1.469 -0.314 2.396
H -0.558 0.641 3.522
C -1.801 0.266 0.345
C 0.503 -0.258 1.862
C -0.794 -0.498 -0.215
C 0.352 -0.853 0.591
C -0.578 0.426 2.457
H 1.035 -1.600 0.253
H 1.860 0.107 -3.398
H -3.745 1.241 0.355
H 3.453 -1.605 -2.069
C 3.245 -0.490 -1.844
C 2.876 0.246 -3.127
H 4.117 -0.199 -1.224
H 3.284 1.233 -3.202
H -3.657 -0.342 -0.414

---

Model ii:
23
Properties=species:S:1:pos:R:3 method="wB97M-V/def2-TZVPD" homo_ha=-0.332 multiplicity=1
H -1.178 0.575 1.853
C 1.140 -2.317 -0.576
H -0.854 2.840 -2.470
H 1.944 -2.917 -1.016
H 0.393 -2.479 -1.366
H -3.046 1.774 -1.836
H 1.781 0.120 0.767
H -3.154 0.550 0.296
H 2.151 1.758 1.351
C -2.198 0.965 -0.004
H 1.430 -1.280 -0.613
C -2.173 1.679 -1.213
H 1.037 0.656 2.168
C -1.137 1.007 0.862
H 1.209 -2.396 1.529
C 0.193 1.928 -0.857
C -0.964 2.222 -1.589
H -0.422 -2.517 0.882
H 0.620 -3.919 0.847
C 0.609 -2.836 0.753
C 1.362 1.033 1.191
C 0.137 1.401 0.419
H 1.119 2.153 -1.377

---

Model iii:
23
Properties=species:S:1:pos:R:3 method="wB97M-V/def2-TZVPD" homo_ha=-0.331 multiplicity=1
C 1.158 -2.395 1.314
H -2.921 3.708 -0.790
H 0.560 -0.741 -2.121
H -0.388 2.550 -1.216
H 0.859 0.621 -0.111
H -1.340 2.531 0.237
H 1.249 0.923 2.109
C 1.047 -3.240 0.196
H 0.282 -0.279 3.014
C -2.463 3.056 -1.535
C 0.805 -1.277 -1.216
H 1.123 -4.297 0.403
H -2.118 3.667 -2.362
C 0.852 -2.665 -1.034
C 0.967 -0.453 -0.108
C 1.146 -1.017 1.173
H 2.033 -0.437 2.986
H -1.468 1.179 -0.989
H 0.728 -3.162 -1.993
H 1.325 -2.775 2.308
C 1.170 -0.118 2.403
H -3.253 2.380 -1.860
C -1.352 2.241 -0.807

---

Model iv:
23
Properties=species:S:1:pos:R:3 method="wB97M-V/def2-TZVPD" homo_ha=-0.325 multiplicity=1
H 2.548 1.635 -0.965
H -1.759 -2.747 1.265
H -2.555 2.301 -1.121
H -0.056 -2.347 1.389
H 3.293 -0.084 -1.093
C -1.081 1.333 0.245
H -0.907 -2.857 -0.157
H 1.704 0.082 -0.646
C -0.624 0.107 0.640
H 1.910 0.278 1.382
H 3.099 1.911 1.088
C -0.913 -2.361 0.724
H 0.109 0.023 1.472
C -1.912 1.542 -0.813
C 2.662 0.607 -0.544
H 3.762 0.255 1.326
C -1.252 -0.994 0.079
H -0.631 2.128 0.923
H -2.819 -1.727 -1.115
C -2.226 -0.912 -0.991
H -2.697 0.631 -2.547
C -2.464 0.373 -1.489
C 2.811 0.825 0.948

---

Need the numbers? Relative energies in hartree: model i 0.0318; model ii 0.0019; model iii 0.0000; model iv 0.0896.

---

Model i:
23
Properties=species:S:1:pos:R:3 method="wB97M-V/def2-TZVPD" homo_ha=-0.333 multiplicity=1
H 0.669 -1.329 -3.877
H 0.399 -1.910 1.637
H 2.081 -0.529 2.459
H 1.736 0.396 -5.093
H -0.711 2.691 2.851
H -1.850 -2.045 0.389
H -2.818 -1.986 1.912
H -2.453 1.225 1.794
C -0.510 1.658 2.592
C 0.799 1.214 2.814
C 1.134 -0.036 2.340
C 0.731 -0.374 -3.352
H -3.013 -0.849 0.691
C -1.450 0.866 1.993
C -2.219 -1.416 1.204
H 1.604 1.595 -3.871
H 2.777 0.312 -3.703
C 1.779 0.531 -4.008
H 1.459 1.940 3.271
C -1.167 -0.472 1.683
C 0.140 -0.886 1.859
H -0.228 0.113 -3.192
H 1.111 -0.709 -2.391

---

Model ii:
23
Properties=species:S:1:pos:R:3 method="wB97M-V/def2-TZVPD" homo_ha=-0.336 multiplicity=1
H -2.060 1.521 4.389
H -0.633 2.197 2.301
H -0.149 -0.682 1.169
H -1.238 0.097 3.756
C 0.040 -0.942 -3.490
H -1.428 0.998 1.404
C 1.991 -0.443 -2.070
H 2.620 -0.334 -2.945
C 0.451 -0.788 0.284
C -0.137 -1.022 -1.004
C -1.997 0.853 3.541
C -1.569 1.633 2.272
C 2.605 -0.293 -0.824
H 2.285 -0.438 1.245
H -0.152 -1.940 -3.888
H -1.212 -0.979 -1.122
C 1.802 -0.582 0.274
H -2.946 0.339 3.405
H -2.399 2.317 2.128
C 0.656 -0.783 -2.110
H -0.845 -0.371 -3.811
H 3.549 0.202 -0.688
H 0.767 -0.560 -4.215

---

Model iii:
23
Properties=species:S:1:pos:R:3 method="wB97M-V/def2-TZVPD" homo_ha=-0.333 multiplicity=1
H 3.290 -0.095 0.279
H 0.135 1.887 -2.647
H -1.671 3.344 -1.036
C 2.677 -0.878 -0.155
C 0.877 0.188 1.208
C 1.248 -0.761 0.273
H 1.500 1.028 1.474
C -1.345 -0.696 1.406
H 0.446 -2.469 -0.839
H 0.016 1.810 -0.886
H -2.341 -0.722 1.815
H -0.498 0.868 2.665
C -0.369 0.180 1.846
C 0.274 -1.680 -0.116
C -1.005 -1.601 0.404
H 2.853 -0.921 -1.231
H 3.090 -1.809 0.249
H -2.666 1.973 -1.568
H -0.793 0.606 -1.949
H -1.968 3.037 -2.744
H -1.756 -2.310 0.077
C -1.766 2.564 -1.779
C -0.524 1.654 -1.820

---

Need the numbers? Relative energies in hartree: model i 0.0070; model ii 0.0249; model iii 0.0000.